ORCA calculation (wB97M-V/def2-TZVPD) on a 2-piece molecular cluster, C17H23N4O4 overall.

Results
**Total charge**: +1
**Gap between HOMO and LUMO**: 0.30473 hartree
**Multiplicity**: 1
**HOMO energy**: -0.4257 Eh
**Energy relative to the best compared isomer or geometry (same formula, charge and spin)**: 0.0000 eV

Each line ends with the Löwdin charge.
Geometry (Å):
O 1.52881 -5.40088 1.13998  0.101
O 1.16428 4.49418 -1.05967  0.057
O 2.33118 0.56198 -0.50594  0.074
O 0.30904 -5.96146 2.95328  0.121
C 0.73139 -5.09029 2.00988  -0.463
C 1.06668 4.11340 0.09687  -0.533
C 1.62102 1.28236 -1.18675  -0.455
C -2.86567 0.56916 -1.95670  0.013
C -1.55265 0.93622 -2.08153  -0.193
C -1.88868 -0.84080 -3.36201  -0.022
C -0.66797 -1.86825 0.61362  -0.092
C -1.00374 -1.16056 1.76715  -0.089
C -0.08707 -3.13480 0.71879  -0.003
C -0.74455 -1.71821 3.01917  -0.034
C 0.15824 -3.72640 1.97379  -0.086
C -0.16054 -2.98917 3.14283  -0.187
N -3.05968 -0.54234 -2.75840  0.126
N 2.00394 1.50203 -2.45411  0.042
N 0.59897 2.90633 0.42474  0.115
N -0.95294 0.04505 -2.95722  0.176
C 1.46448 5.02678 1.23218  0.015
C 0.12490 -3.50428 4.53405  -0.035
C 1.49314 2.39748 -3.49763  -0.060
C -0.91192 2.12475 -1.39482  -0.056
C 0.32645 1.81268 -0.52560  -0.177
H 0.79525 -6.78016 2.77148  0.136
H -3.61386 1.07211 -1.35102  0.150
H -1.72633 -1.65979 -4.06030  0.166
H -0.85504 -1.44228 -0.36426  0.072
H -1.46255 -0.17884 1.70433  0.094
H 0.17420 -3.68090 -0.18455  0.119
H -1.00218 -1.15500 3.91173  0.113
H -3.94052 -1.03734 -2.88176  0.188
H 2.90233 1.08010 -2.64732  0.150
H 0.58713 2.68481 1.40905  0.154
H 0.02020 0.07092 -3.24980  0.165
H 2.25579 4.55871 1.81552  0.090
H 1.83307 5.96529 0.81770  0.092
H 0.60136 5.22651 1.86465  0.088
H 0.07610 -2.69743 5.27117  0.082
H -0.60867 -4.26725 4.81112  0.091
H 1.12648 -3.94197 4.58397  0.091
H 2.17687 2.38646 -4.34903  0.099
H 1.45012 3.42669 -3.14128  0.075
H 0.50986 2.09768 -3.85146  0.059
H -1.66624 2.56431 -0.73924  0.135
H -0.68333 2.89772 -2.12702  0.112
H 0.02284 0.97468 0.10036  0.124